Record 1
58
Properties=species:S:1:pos:R:3 method="wB97M-V/def2-TZVPD" smiles="Cc1cc(C)c2nc(N3CCC(C(=O)NCCN4CCOCC4)CC3)sc2c1" largest_force_ha_per_bohr=0.0189 e_tot_ev=-43155.890 relative_energy_ev=1.579 total_charge=0 homo_energy_ev=-7.86 lumo_energy_ev=0.573 homo_lumo_gap_ev=8.43
C -2.865 -4.051 -0.949
C -2.079 -2.853 -1.382
C -0.711 -2.944 -1.593
C -0.016 -1.798 -1.925
C -0.660 -0.553 -2.070
C -2.039 -0.464 -1.871
C -2.715 -1.621 -1.525
H -3.780 -1.565 -1.349
C -2.742 0.849 -2.026
H -3.468 0.995 -1.227
H -3.278 0.876 -2.975
H -2.021 1.662 -2.018
N 0.172 0.497 -2.346
C 1.401 0.141 -2.425
N 2.431 0.979 -2.703
C 2.118 2.395 -2.613
H 2.940 2.947 -3.074
C 1.935 2.787 -1.148
H 1.021 2.305 -0.798
H 1.797 3.865 -1.061
C 3.136 2.362 -0.283
C 2.714 2.468 1.187
O 3.173 3.285 1.954
N 1.763 1.573 1.532
H 1.395 0.957 0.825
C 1.075 1.572 2.802
H 1.322 2.520 3.286
H 1.435 0.756 3.438
C -0.440 1.434 2.619
N -0.899 0.058 2.717
C -0.358 -0.827 1.698
C -0.857 -2.251 1.950
H -0.510 -2.918 1.159
O -2.261 -2.324 1.943
C -2.797 -1.455 2.912
C -2.351 -0.013 2.675
H -2.761 0.627 3.460
H -2.740 0.328 1.698
H -3.882 -1.539 2.837
H -2.472 -1.770 3.916
H -0.472 -2.595 2.922
H 0.730 -0.838 1.765
H -0.666 -0.514 0.683
H -0.730 1.895 1.656
H -0.943 1.986 3.417
H 3.949 3.078 -0.441
C 3.661 0.951 -0.602
C 3.721 0.691 -2.110
H 4.460 1.337 -2.590
H 3.988 -0.350 -2.307
H 3.014 0.189 -0.162
H 4.652 0.831 -0.163
H 1.199 2.581 -3.170
S 1.703 -1.604 -2.171
H -0.194 -3.886 -1.490
H -3.053 -3.981 0.123
H -2.320 -4.970 -1.148
H -3.825 -4.090 -1.460

---

Record 2
70
Properties=species:S:1:pos:R:3 method="wB97M-V/def2-TZVPD" largest_force_ha_per_bohr=0.0101 e_tot_ev=-64274.256 relative_energy_ev=1.458 total_charge=-2 homo_energy_ev=-2.99 lumo_energy_ev=3.948 homo_lumo_gap_ev=6.94
Rb 0.490 -0.239 0.288
C 0.185 -1.517 4.844
C -0.478 -0.563 4.060
N -0.817 -1.050 2.876
N -0.381 -2.331 2.866
C 0.216 -2.631 4.035
B -0.481 -3.283 1.638
N 0.744 -3.055 0.688
C 2.029 -2.836 1.045
C 2.776 -2.673 -0.102
C 1.838 -2.832 -1.133
N 0.619 -3.062 -0.658
N -1.787 -3.076 0.871
C -2.798 -3.958 0.756
C -3.794 -3.379 0.000
C -3.283 -2.103 -0.297
N -2.081 -1.933 0.224
H 0.601 -1.409 5.830
H -0.719 0.462 4.299
H 0.626 -3.615 4.192
H -0.466 -4.413 2.078
H 2.319 -2.703 2.075
H 3.817 -2.398 -0.152
H 1.981 -2.753 -2.200
H -2.717 -4.928 1.219
H -4.738 -3.809 -0.289
H -3.734 -1.301 -0.864
O 5.549 4.629 1.659
C 5.004 3.428 2.079
O 5.245 3.047 3.187
C 4.119 2.805 1.094
C 3.408 3.476 0.099
N 2.710 2.560 -0.568
N 2.910 1.323 -0.072
C 3.745 1.443 0.944
C 4.080 0.170 1.735
O 5.229 -0.282 1.593
O 3.115 -0.260 2.402
H 5.381 4.708 0.711
H 3.304 4.526 -0.126
H 1.919 2.641 -1.232
O -0.112 3.025 -3.662
C -0.439 2.548 -2.571
O 0.311 2.150 -1.632
C -1.957 2.422 -2.287
P -2.234 2.035 -0.516
C -4.032 2.346 -0.340
C -4.555 2.584 0.934
C -5.916 2.738 1.131
C -6.796 2.644 0.059
C -6.293 2.399 -1.208
C -4.925 2.254 -1.406
C -1.605 3.568 0.280
C -2.059 4.839 -0.068
C -1.531 5.970 0.533
C -0.539 5.847 1.498
C -0.085 4.588 1.860
C -0.620 3.458 1.255
H -2.342 1.602 -2.898
H -2.459 3.335 -2.618
H -3.882 2.648 1.782
H -6.292 2.924 2.131
H -7.862 2.758 0.215
H -6.966 2.323 -2.055
H -4.556 2.073 -2.407
H -2.833 4.942 -0.821
H -1.890 6.951 0.244
H -0.121 6.731 1.964
H 0.694 4.473 2.603
H -0.250 2.483 1.547

---

Record 3
18
Properties=species:S:1:pos:R:3 method="wB97M-V/def2-TZVPD" smiles="C/N=C/O.C=CC" largest_force_ha_per_bohr=0.0106 e_tot_ev=-8899.970 relative_energy_ev=1.728 total_charge=0 homo_energy_ev=-9.75 lumo_energy_ev=1.137 homo_lumo_gap_ev=10.89
C -1.462 -1.470 0.180
C -1.760 -0.269 -0.664
C -2.511 0.768 -0.291
N 1.468 0.095 -0.042
C 2.734 -0.604 -0.042
C 1.488 1.337 0.190
O 0.392 2.099 0.238
H -1.892 -1.371 1.182
H -1.867 -2.379 -0.282
H -0.377 -1.585 0.270
H -1.307 -0.262 -1.656
H -0.381 1.521 0.074
H -2.698 1.607 -0.958
H -2.981 0.805 0.690
H 2.711 -1.401 0.711
H 2.892 -1.083 -1.015
H 3.599 0.044 0.170
H 2.391 1.930 0.377